(1)
A cluster of 4 separate species, C19H41FN6O6 in total. Source: OMol25; level of theory: ωB97M-V/def2-TZVPD.

Positions of all 73 atoms, in Å:
C1 0.97193 -2.82730 2.94970
C2 0.57604 -1.35276 2.83963
C3 -0.60768 -1.19438 1.89663
F1 -1.30234 -0.02416 2.22486
C4 -0.13478 -1.14146 0.45037
O1 -0.62584 -2.22143 -0.40318
C5 -0.08493 -1.92962 -1.60141
O2 0.09884 -2.72703 -2.47738
O3 0.22571 -0.63183 -1.68748
C6 -0.34742 0.05337 -0.48597
C7 -1.77926 0.38177 -0.95052
C8 -2.86799 0.77706 0.05484
C9 -2.73572 2.17669 0.66947
C10 -3.50359 2.30200 1.99747
C11 -3.24644 3.23430 -0.31800
C12 0.56934 1.21086 -0.14353
C13 0.58663 2.38256 -1.12937
C14 1.61380 3.45333 -0.71007
C15 0.95501 4.55028 0.16849
C16 2.29359 4.07733 -1.93675
H1 1.99477 -2.93069 3.31940
H2 0.30159 -3.33745 3.63931
H3 0.93747 -3.32390 1.97655
H4 0.26519 -0.98062 3.81964
H5 1.41589 -0.75801 2.47570
H6 -1.27361 -2.05528 2.02093
H7 0.95283 -1.27503 0.44847
H8 -2.15058 -0.47181 -1.52016
H9 -1.68100 1.19378 -1.67759
H10 -3.80770 0.76577 -0.51316
H11 -2.97847 0.00804 0.81807
H12 -1.68426 2.40394 0.86806
H13 -3.03124 3.04294 2.64544
H14 -3.49983 1.35299 2.53701
H15 -4.54423 2.58170 1.82085
H16 -4.32556 3.11866 -0.45255
H17 -2.74937 3.17977 -1.28912
H18 -3.09088 4.23301 0.10329
H19 0.31574 1.58813 0.85301
H20 1.57812 0.79039 -0.06087
H21 -0.41476 2.81885 -1.15849
H22 0.79915 1.99766 -2.13050
H23 2.36834 2.95138 -0.09576
H24 1.16087 5.54158 -0.23935
H25 1.32558 4.52785 1.19547
H26 -0.12858 4.41628 0.21376
H27 2.50624 3.31379 -2.68867
H28 1.61358 4.80426 -2.39089
H29 3.22143 4.58185 -1.66407
N1 1.71729 -2.12160 -5.10198
C17 1.18695 -1.56668 -6.22808
N2 -0.03536 -0.97145 -6.04731
O4 1.74487 -1.59170 -7.31333
H30 1.25332 -2.10656 -4.20839
H31 2.60872 -2.56962 -5.18812
H32 -0.46501 -0.55222 -6.84888
H33 -0.50766 -0.95202 -5.16322
N3 -3.12205 -5.29883 1.70216
C18 -2.36683 -5.41221 2.83609
N4 -2.29172 -6.66979 3.36851
O5 -1.79277 -4.45943 3.33633
H34 -3.59268 -6.07076 1.27124
H35 -3.18443 -4.39192 1.27989
H36 -1.74117 -6.78326 4.19807
H37 -2.75001 -7.46706 2.97192
N5 5.40517 -0.01142 0.63636
C19 4.25290 0.23430 1.32244
N6 4.25318 1.35500 2.10487
O6 3.27767 -0.49806 1.24103
H38 6.21509 0.57598 0.68571
H39 5.42564 -0.82569 0.05158
H40 3.41888 1.55382 2.62413
H41 5.03842 1.97174 2.18738

Force components x, y, z for each atom (eV/Å):
0.27 0.16 0.12
-0.11 -0.04 0.10
0.04 -0.39 -0.08
0.10 -0.01 0.02
0.17 0.13 -0.30
0.26 0.00 0.42
-0.09 -0.26 -0.30
-0.09 0.13 -0.05
-0.03 0.37 0.09
-0.07 -0.24 -0.27
-0.16 0.33 0.21
-0.13 -0.05 -0.22
-0.17 0.11 -0.02
0.24 -0.25 -0.11
0.08 0.12 0.40
0.21 0.15 0.03
-0.09 -0.31 0.17
-0.26 0.13 -0.04
0.18 -0.25 0.04
-0.28 -0.20 0.11
-0.06 0.08 -0.01
-0.02 -0.14 -0.22
-0.06 -0.04 0.05
0.05 0.01 -0.07
-0.10 0.04 0.11
-0.20 0.22 0.06
-0.03 0.02 0.24
0.06 -0.06 0.09
0.06 -0.13 -0.05
0.02 -0.04 0.06
0.07 0.10 0.01
0.00 -0.20 0.04
-0.19 0.09 -0.05
0.04 0.06 0.02
0.01 0.04 0.05
0.06 -0.06 -0.15
-0.06 0.03 0.02
0.05 -0.01 -0.16
-0.09 -0.13 0.01
-0.07 0.07 0.00
0.07 0.13 -0.16
0.06 0.03 0.02
0.10 -0.01 -0.17
-0.05 0.00 0.09
-0.02 0.05 -0.03
0.04 0.09 -0.01
0.16 0.08 0.06
0.12 0.00 -0.06
-0.05 0.08 -0.05
0.03 0.10 0.03
0.02 -0.04 0.06
-0.02 0.05 -0.02
-0.03 0.02 0.02
-0.07 -0.15 0.02
0.01 -0.02 -0.04
0.00 -0.01 -0.02
0.03 -0.04 0.02
-0.02 0.01 0.09
0.03 -0.02 -0.09
-0.02 0.03 0.01
-0.09 0.02 -0.01
0.02 -0.02 -0.01
0.03 0.01 -0.03
0.01 0.01 0.01
-0.01 0.00 -0.02
-0.01 0.01 0.01
-0.03 0.00 -0.01
0.00 -0.01 -0.05
0.07 0.04 -0.06
0.00 0.02 0.01
-0.01 -0.01 -0.01
-0.01 -0.01 0.01
0.02 0.00 0.00

Output
**Charge**: 0
**Total energy**: -1628.5562 hartree
**Structure (SMILES)**: CC[C@@H](F)[C@H]1OC(=O)OC1(CCC(C)C)CCC(C)C.NC(N)=O.NC(N)=O.NC(N)=O

***

(2)
A structure of composition C19H41N2O3PbS. Source: OMol25; level of theory: ωB97M-V/def2-TZVPD.

Positions of all 67 atoms, in Å:
Pb1 -0.16914 0.06413 0.23290
C1 -1.75659 1.02115 2.18294
C2 -2.55015 0.14675 1.38704
C3 -2.70436 0.74398 0.10688
C4 -2.00155 1.98386 0.11454
C5 -1.42497 2.15344 1.40072
C6 -0.63224 3.33279 1.87937
C7 -1.98445 2.97317 -1.01155
C8 -3.60083 0.26263 -0.99425
C9 -3.24514 -1.09081 1.87145
C10 -1.42710 0.84359 3.63414
H1 0.18055 3.02486 2.54010
H2 -1.25845 4.03333 2.43715
H3 -0.19139 3.88589 1.04959
H4 -1.89947 2.47904 -1.98115
H5 -1.15133 3.67036 -0.92273
H6 -2.90259 3.56564 -1.02888
H7 -3.69074 -0.82563 -1.01178
H8 -3.24831 0.58505 -1.97422
H9 -4.61342 0.65692 -0.87444
H10 -3.49981 -1.76501 1.05228
H11 -4.18401 -0.84148 2.37255
H12 -2.64053 -1.65018 2.58723
H13 -2.14255 1.37539 4.26667
H14 -0.43387 1.23155 3.86329
H15 -1.45718 -0.20710 3.92821
N1 2.10214 -1.59946 -0.36510
C11 2.08651 -2.39906 -1.59599
C12 1.09435 -3.55323 -1.52441
C13 -0.37537 -3.19000 -1.69270
N2 -0.94790 -2.50972 -0.51645
H16 2.74799 -0.81993 -0.45035
H17 2.42337 -2.16454 0.41449
H18 3.07676 -2.80144 -1.83384
H19 1.80357 -1.73662 -2.41838
H20 1.23571 -4.10748 -0.58840
H21 1.34397 -4.25758 -2.32093
H22 -0.93386 -4.10136 -1.92755
H23 -0.47890 -2.51983 -2.54858
H24 -0.83990 -3.10268 0.30199
H25 -1.94953 -2.39892 -0.64272
C14 1.20431 0.54396 -4.55161
C15 -0.00080 -0.38977 -4.75620
C16 -0.92859 0.02298 -3.62685
O1 -0.04321 0.28965 -2.53641
C17 1.07814 1.00247 -3.08759
H26 1.15467 1.39852 -5.22418
H27 2.14765 0.03430 -4.73853
H28 0.29093 -1.43389 -4.63128
H29 -0.45932 -0.28232 -5.73735
H30 -1.63415 -0.74388 -3.31030
H31 -1.48749 0.93134 -3.88259
H32 1.94463 0.76951 -2.47098
H33 0.88364 2.07653 -3.02002
C18 4.27044 0.20055 3.59355
S1 2.66431 -0.55625 3.36543
C19 2.02109 -0.24087 5.00405
O2 1.90136 0.36262 2.44275
H34 4.13416 1.23638 3.90239
H35 4.79286 0.15421 2.63992
H36 4.82693 -0.36107 4.34292
H37 2.05734 0.83025 5.19941
H38 2.61684 -0.79302 5.73011
H39 0.99269 -0.59459 5.02605
O3 2.55981 1.47336 0.01323
H40 2.50110 1.26299 0.96315
H41 2.75137 2.41457 -0.04820

Force components x, y, z for each atom (eV/Å):
-0.02 0.00 0.02
0.01 -0.01 0.01
-0.02 0.00 0.01
0.00 0.00 -0.01
0.00 0.03 0.03
0.01 0.00 -0.05
0.01 0.00 0.00
0.01 0.00 -0.01
-0.01 -0.01 -0.01
0.00 -0.01 0.01
0.00 -0.02 -0.01
0.00 0.00 0.00
0.00 0.00 0.00
0.00 0.00 0.00
0.00 0.00 0.00
0.00 0.00 0.00
0.00 0.00 0.00
0.00 0.00 0.00
0.01 0.00 0.00
0.00 0.00 0.01
0.00 0.00 0.00
0.00 0.01 0.00
0.00 0.00 0.00
0.00 0.00 0.00
0.00 0.01 0.00
0.00 0.00 0.00
-0.01 0.03 0.00
0.01 -0.01 -0.01
-0.01 -0.02 0.00
0.00 -0.01 -0.01
0.00 0.00 0.00
0.01 0.00 0.00
0.01 -0.01 -0.01
0.00 0.00 0.01
0.00 0.00 0.00
0.00 0.01 0.00
0.00 0.01 0.00
0.00 0.00 0.00
0.00 0.00 0.00
0.00 0.00 0.00
0.00 0.01 0.00
0.02 -0.01 0.00
-0.02 0.01 -0.01
0.01 0.00 0.00
0.00 -0.01 -0.01
-0.01 -0.01 0.00
0.00 0.00 0.00
0.00 0.00 0.00
0.00 0.00 0.00
0.00 0.00 0.00
0.00 0.00 0.00
0.00 0.00 0.00
0.00 0.01 0.00
0.00 0.00 0.00
-0.01 0.00 -0.01
0.01 0.00 0.02
0.00 0.00 0.00
0.02 0.01 -0.01
0.00 0.00 0.00
0.00 0.00 0.00
0.00 0.00 0.00
0.00 0.00 0.00
0.00 0.00 0.00
0.00 0.00 -0.01
0.00 -0.01 -0.05
-0.02 0.02 0.05
0.01 -0.02 0.01

Output
**ΔE to the lowest compared entry with this formula, charge and spin**: 0.00 kJ/mol
**Charge**: +1
**Total energy**: -1674.6352 hartree

***

(3)
A cluster of 3 separate species, C19H42BIN6O6P2 in total. Source: OMol25; level of theory: ωB97M-V/def2-TZVPD.

Positions of all 77 atoms, in Å:
C1 2.29537 0.24263 -3.19578
O1 1.40736 -0.85222 -2.85592
B1 0.50122 -0.96104 -3.87803
O2 0.91857 -1.49131 -5.07428
C2 -1.00868 -0.47666 -3.80400
C3 -2.02263 -1.29529 -4.09036
C4 -3.42396 -0.73495 -4.03870
O3 -4.37479 -1.35893 -3.64030
C5 -3.52300 0.68391 -4.55324
C6 -2.52225 1.49860 -4.26470
I1 -2.41982 3.49019 -4.92637
C7 -1.40900 0.92772 -3.40719
O4 -0.92511 1.51614 -2.47514
H1 2.28728 0.47940 -4.26262
H2 1.94955 1.11938 -2.64472
H3 3.31469 0.00415 -2.89831
H4 0.13912 -1.61709 -5.62485
H5 -1.83375 -2.32461 -4.37745
H6 -4.37224 0.97146 -5.15894
C8 4.65474 -5.06823 1.85661
N1 3.95565 -3.80979 1.77279
C9 4.32478 -2.88952 2.83777
P1 3.09199 -3.11757 0.45920
O5 4.19134 -2.24927 -0.11213
N2 2.87660 -4.10500 -0.94247
C10 3.04519 -5.53729 -0.99795
C11 3.29241 -3.51541 -2.20976
N3 1.59266 -3.67810 1.07490
C12 1.35980 -4.56470 2.19574
C13 0.41518 -3.51351 0.22382
H7 4.39678 -5.57706 2.79669
H8 5.74426 -4.94614 1.82623
H9 4.38378 -5.77332 1.07720
H10 3.44208 -2.59676 3.42455
H11 4.78133 -1.97797 2.43842
H12 5.04057 -3.33557 3.52657
H13 4.10402 -5.82544 -1.04545
H14 2.56467 -5.94191 -1.89425
H15 2.56993 -6.04646 -0.15723
H16 4.37761 -3.59098 -2.35989
H17 3.01439 -2.46950 -2.25877
H18 2.80000 -4.01180 -3.05123
H19 1.61356 -5.60102 1.95279
H20 0.30699 -4.54305 2.48803
H21 1.90694 -4.26432 3.08708
H22 0.22193 -4.41529 -0.36515
H23 0.54701 -2.67913 -0.46408
H24 -0.47508 -3.29112 0.81823
C14 -2.64280 3.60349 -0.30860
N4 -1.58660 3.95843 0.60733
C15 -0.26335 3.84976 0.00907
P2 -1.66224 4.81568 2.09043
O6 -1.33322 6.20184 1.58195
N5 -3.23731 5.20370 2.69282
C16 -4.47445 4.59836 2.26085
C17 -3.47600 6.60475 3.02486
N6 -1.68439 3.35751 2.99446
C18 -1.79579 2.00102 2.49933
C19 -1.92524 3.45960 4.43248
H25 -2.53447 2.55312 -0.61105
H26 -2.63711 4.21679 -1.21780
H27 -3.63997 3.66347 0.11708
H28 0.36554 3.14894 0.57694
H29 0.24594 4.81924 -0.01181
H30 -0.31354 3.48547 -1.01466
H31 -4.81843 5.00539 1.30055
H32 -5.26713 4.79095 2.99074
H33 -4.40334 3.51174 2.18744
H34 -3.70367 7.20364 2.13409
H35 -2.61338 7.04708 3.51593
H36 -4.31688 6.69317 3.71869
H37 -2.81211 1.77429 2.16290
H38 -1.54113 1.28529 3.28516
H39 -1.09872 1.79274 1.69004
H40 -2.98502 3.32418 4.66838
H41 -1.61446 4.43217 4.81039
H42 -1.34978 2.71189 4.98459

Force components x, y, z for each atom (eV/Å):
0.12 0.27 0.59
-0.20 0.71 -0.71
0.30 -0.33 0.13
-0.51 -0.10 0.41
-0.14 0.04 0.25
-0.04 0.40 -0.08
0.06 -0.21 -0.35
0.04 0.04 -0.21
-0.02 -0.38 0.00
0.31 0.35 0.08
0.04 -0.49 0.35
0.17 0.10 -0.13
0.13 0.01 -0.30
0.02 -0.17 0.00
0.14 0.02 -0.02
-0.07 -0.15 0.05
0.19 0.06 -0.43
-0.41 -0.12 0.21
-0.17 -0.06 0.23
-0.17 -0.37 -0.02
-0.03 -0.02 0.47
-0.28 0.46 -0.25
2.89 -5.59 -0.72
-2.45 2.45 0.97
0.10 0.51 -0.73
-0.51 -0.27 0.29
0.44 0.16 -0.06
-0.58 2.03 -0.54
0.17 0.31 0.76
-0.08 0.23 -0.05
0.12 0.06 0.04
0.00 0.04 -0.03
-0.04 0.19 -0.15
0.08 0.06 0.07
0.00 -0.01 0.03
-0.03 -0.18 -0.09
-0.01 -0.04 0.03
-0.01 0.12 -0.03
0.10 0.09 0.13
-0.01 0.03 -0.06
0.07 0.00 0.04
-0.10 -0.19 0.17
0.09 0.02 -0.02
-0.04 0.09 -0.23
0.17 -0.09 -0.10
0.02 -0.01 0.01
0.06 -0.08 -0.08
0.08 -0.01 0.10
-0.36 -0.32 0.07
0.21 -0.31 -0.15
0.30 0.30 0.41
-5.24 -0.98 -3.52
2.74 -0.62 2.26
0.04 0.86 0.39
-0.05 -0.58 0.27
0.08 0.23 -0.24
1.42 1.14 1.21
0.67 -0.31 -0.43
0.16 0.07 0.11
0.09 0.07 -0.13
0.04 0.04 0.00
0.09 0.22 0.18
0.07 0.01 -0.09
0.00 -0.02 0.02
-0.21 -0.07 0.03
-0.01 -0.06 -0.01
0.08 0.08 0.05
0.15 0.00 -0.13
0.02 0.08 0.05
0.04 -0.01 -0.12
-0.05 -0.22 -0.05
0.00 0.07 -0.06
-0.05 0.19 0.16
-0.15 0.11 -0.13
-0.01 0.01 -0.02
-0.12 0.04 -0.03
0.04 -0.03 -0.11

Output
**Charge**: 0
**Total energy**: -2534.3003 hartree
**Structure (SMILES)**: COB(O)C1=CC(=O)C=C(I)C1=O.CN(C)P(=O)(N(C)C)N(C)C.CN(C)P(=O)(N(C)C)N(C)C

***

no.,lowest unoccupied orbital energy (Eh),orbital gap (eV)
1,0.0132,9.625
2,-0.0755,8.120
3,-0.0502,6.437